Here is a 2-piece molecular cluster, C5H8S overall at a distorted geometry from the Open Molecules 2025 dataset. Energies are from wB97M-V/def2-TZVPD.

```
14
Properties=species:S:1:pos:R:3
C 1.781 -0.346 -0.199
C 1.954 0.912 0.007
C 2.264 2.168 0.217
H 2.431 -1.070 0.092
H 1.084 -0.649 -0.978
H 1.805 2.663 1.039
H 3.040 2.706 -0.306
C -2.896 -1.167 0.273
C -1.910 -0.476 -0.350
S -1.581 1.183 -0.073
H -3.174 -2.300 0.189
H -3.227 -0.746 1.131
H -1.460 -0.859 -1.289
H -2.725 1.620 0.316
```

The total energy comes out at -16146.2984 eV. The value obtained for the energy relative to the best compared isomer or geometry (same formula, charge and spin) is 77.0 kcal/mol. Its SMILES is C=C=C.C=CS. The calculation puts the frontier orbital gap at 9.5542 eV. As for the HOMO energy: -8.7 eV. The multiplicity is 1.